{"formula": "C57H47FO20", "method": "ωB97M-V with the def2-TZVPD basis set", "symbols": ["C", "C", "C", "O", "C", "O", "C", "O", "O", "C", "C", "C", "C", "F", "H", "H", "H", "H", "H", "H", "H", "H", "H", "H", "H", "H", "H", "H", "H", "O", "C", "C", "C", "C", "O", "C", "C", "H", "H", "H", "H", "O", "C", "C", "C", "C", "O", "C", "C", "H", "H", "H", "H", "O", "C", "C", "C", "C", "O", "C", "C", "H", "H", "H", "H", "O", "C", "C", "C", "C", "O", "C", "C", "H", "H", "H", "H", "O", "C", "C", "C", "C", "O", "C", "C", "H", "H", "H", "H", "O", "C", "C", "C", "C", "O", "C", "C", "H", "H", "H", "H", "O", "C", "C", "C", "C", "O", "C", "C", "H", "H", "H", "H", "O", "C", "C", "C", "C", "O", "C", "C", "H", "H", "H", "H"], "coordinates": [[7.88444, -4.90416, -1.95346], [8.02811, -3.42585, -2.56431], [6.72660, -2.57460, -2.07526], [5.57330, -3.30422, -2.56539], [4.39783, -3.02069, -1.80696], [4.51371, -3.46867, -0.40101], [3.30677, -4.11846, -0.01937], [2.65582, -4.04670, 1.04413], [2.98874, -4.92335, -1.19266], [3.10055, -3.90537, -2.24222], [1.75385, -3.07636, -2.61520], [0.46977, -3.50003, -1.74776], [-0.41066, -4.68393, -2.41415], [-0.62866, -4.48253, -3.83509], [8.88141, -5.48700, -1.97226], [7.15305, -5.48444, -2.63593], [7.52582, -4.85737, -0.87149], [8.97306, -2.95682, -2.10560], [8.09141, -3.38281, -3.70518], [6.80189, -1.49414, -2.47620], [6.80559, -2.50521, -0.93781], [4.12215, -1.90606, -1.64717], [3.44276, -4.29922, -3.27711], [1.48534, -3.16264, -3.72274], [1.97517, -1.97264, -2.34760], [-0.22820, -2.57367, -1.73395], [0.68056, -3.74585, -0.65381], [0.03282, -5.72130, -2.17225], [-1.45373, -4.63955, -1.92648], [-4.09926, 0.74344, -4.25727], [-3.01255, 0.29360, -4.57515], [-2.05448, 1.09306, -5.36723], [-0.86553, 0.60086, -5.71627], [-0.45438, -0.76407, -5.32477], [0.63256, -1.21189, -5.64171], [-1.41252, -1.56405, -4.53272], [-2.60202, -1.07134, -4.18361], [-2.37058, 2.09115, -5.64491], [-0.15170, 1.17263, -6.29663], [-1.09593, -2.56182, -4.25499], [-3.31589, -1.64241, -3.60288], [-8.25615, 3.14482, -4.56588], [-7.68527, 3.16408, -3.49180], [-6.39723, 2.46614, -3.29358], [-5.77412, 2.48644, -2.11534], [-6.34161, 3.20793, -0.95820], [-5.76853, 3.22679, 0.11788], [-7.62948, 3.90664, -1.15491], [-8.25391, 3.88673, -2.33326], [-5.99329, 1.94289, -4.15009], [-4.83085, 1.97997, -1.95321], [-8.03194, 4.43009, -0.29634], [-9.19719, 4.39320, -2.49567], [-1.30611, 4.96467, -0.36834], [-1.70566, 4.79979, 0.77206], [-3.12133, 4.47941, 1.05093], [-3.55784, 4.30129, 2.29820], [-2.64503, 4.41506, 3.45453], [-3.04420, 4.25041, 4.59296], [-1.22863, 4.73573, 3.17666], [-0.79201, 4.91376, 1.92936], [-3.77680, 4.39886, 0.19379], [-4.59148, 4.06683, 2.51984], [-0.57331, 4.81629, 4.03527], [0.24176, 5.14831, 1.70731], [-5.50386, 6.13656, 5.90930], [-4.93174, 6.15456, 6.98368], [-3.64540, 5.45235, 7.18137], [-3.02157, 5.47218, 8.36093], [-3.58758, 6.19683, 9.51812], [-3.01664, 6.21594, 10.59333], [-4.87370, 6.89868, 9.31988], [-5.49791, 6.87954, 8.14158], [-3.24304, 4.92570, 6.32156], [-2.07970, 4.96335, 8.52436], [-5.27495, 7.42404, 10.17777], [-6.43980, 7.38862, 7.97877], [1.31783, 3.33448, -6.05639], [2.03545, 3.20738, -5.08133], [1.50217, 3.36152, -3.71110], [2.28896, 3.22399, -2.64318], [3.72695, 2.91004, -2.78377], [4.44388, 2.78254, -1.80871], [4.26007, 2.75602, -4.15412], [3.47319, 2.89359, -5.22207], [0.44692, 3.59059, -3.62557], [1.91535, 3.33420, -1.63274], [5.31512, 2.52695, -4.23954], [3.84647, 2.78339, -6.23254], [-3.51775, 8.75680, -2.75301], [-3.46522, 9.04371, -1.57175], [-2.75833, 8.17975, -0.60247], [-2.70335, 8.49427, 0.69284], [-3.34495, 9.71987, 1.21398], [-3.29249, 10.00686, 2.39522], [-4.05180, 10.58372, 0.24458], [-4.10689, 10.26954, -1.05049], [-2.29285, 7.28587, -1.00031], [-2.19051, 7.87269, 1.41675], [-4.51687, 11.47708, 0.64264], [-4.61949, 10.89096, -1.77415], [7.80573, -7.44925, -0.67776], [7.01821, -7.82830, 0.16937], [6.85871, -9.26448, 0.48221], [5.99340, -9.67862, 1.40877], [5.15839, -8.71984, 2.16325], [4.36988, -9.09846, 3.01015], [5.31752, -7.28412, 1.85094], [6.18259, -6.86967, 0.92460], [7.47807, -9.95325, -0.07892], [5.86306, -10.72620, 1.65008], [4.69769, -6.59540, 2.41214], [6.31199, -5.82207, 0.68378], [-1.48144, -8.67222, 2.32946], [-0.77222, -8.79229, 3.31187], [-1.31616, -8.62337, 4.67627], [-0.53855, -8.75279, 5.75194], [0.89981, -9.07219, 5.62620], [1.60803, -9.19195, 6.60852], [1.44359, -9.24112, 4.26189], [0.66542, -9.11159, 3.18640], [-2.37124, -8.39047, 4.75072], [-0.91997, -8.63173, 6.75821], [2.49790, -9.47380, 4.18668], [1.04679, -9.23261, 2.18013]], "forces_ev_per_angstrom": [[0.3, 0.0, -1.3], [-0.6, 0.2, 1.1], [2.5, 0.2, -0.2], [-1.7, 1.2, 2.0], [-1.4, -0.2, 0.9], [-1.8, -0.2, 1.2], [-0.5, -0.4, 0.7], [3.3, -0.5, -4.7], [-0.5, 2.9, 1.0], [1.2, 0.5, -3.0], [0.1, 0.2, 1.6], [-1.1, 0.5, -1.1], [-0.3, 0.2, 1.5], [0.7, -0.5, 1.9], [-1.6, 1.1, 0.0], [1.0, 0.8, 1.5], [0.4, -0.1, -1.6], [-1.5, -0.4, -0.8], [0.0, -0.3, 1.6], [-0.5, -1.6, 0.4], [-0.6, -0.3, -1.4], [0.8, -1.6, -0.9], [-0.5, -0.4, 2.1], [0.6, 0.1, 1.6], [-0.4, -1.6, -0.7], [1.1, -1.4, 0.0], [-0.1, 0.1, -1.6], [-0.6, 1.6, -1.0], [1.6, -0.1, -0.9], [0.3, -0.1, 0.0], [-0.3, 0.1, 0.1], [0.2, 0.1, -0.1], [-0.1, 0.3, -0.1], [0.3, -0.1, -0.1], [-0.2, 0.1, 0.1], [-0.2, -0.1, 0.2], [0.2, -0.2, 0.0], [0.0, 0.0, 0.0], [0.0, 0.0, 0.0], [0.0, 0.1, -0.1], [0.0, 0.0, 0.0], [0.1, 0.0, 0.3], [-0.2, 0.0, -0.4], [0.2, -0.1, 0.1], [0.0, -0.1, -0.2], [0.1, -0.1, 0.2], [-0.2, 0.0, -0.2], [-0.3, 0.1, -0.1], [0.0, 0.1, 0.3], [0.0, 0.0, 0.1], [0.0, 0.0, 0.0], [0.0, 0.0, 0.0], [0.0, 0.0, 0.0], [0.0, 0.0, 0.3], [0.0, 0.0, -0.3], [-0.1, 0.0, 0.1], [-0.1, 0.0, -0.2], [-0.2, 0.0, 0.2], [0.3, -0.2, -0.7], [0.3, 0.1, -0.2], [0.1, 0.0, 0.3], [0.0, 0.0, 0.1], [0.0, 0.0, 0.0], [0.0, 0.0, 0.0], [0.0, 0.0, 0.0], [0.1, 0.1, 0.3], [-0.2, 0.0, -0.4], [0.4, -0.2, 0.2], [-0.1, 0.0, -0.2], [0.3, -0.1, 0.4], [-0.2, 0.0, -0.2], [-0.3, 0.1, -0.2], [0.0, 0.1, 0.3], [-0.2, 0.2, 0.4], [0.0, 0.0, 0.0], [0.0, 0.0, 0.0], [0.0, 0.0, 0.0], [0.1, -0.1, 0.2], [-0.2, 0.1, -0.3], [0.0, 0.0, 0.3], [-0.3, 0.0, -0.1], [0.3, 0.0, 0.4], [-0.2, 0.0, -0.3], [0.0, 0.0, -0.3], [0.3, -0.1, 0.1], [0.0, 0.0, 0.0], [0.0, 0.0, 0.0], [0.0, 0.0, 0.0], [0.0, 0.0, 0.0], [0.0, 0.1, 0.3], [0.0, -0.1, -0.5], [0.1, -0.1, 0.3], [0.1, -0.2, -0.3], [0.0, 0.1, 0.5], [0.0, -0.1, -0.3], [-0.1, 0.1, -0.3], [-0.1, 0.2, 0.2], [0.0, 0.0, 0.0], [0.0, 0.0, 0.0], [0.0, 0.0, 0.0], [0.0, 0.0, 0.0], [-0.3, -0.4, 0.4], [0.3, 0.2, -0.4], [-0.2, -0.3, 0.2], [0.2, -0.1, -0.2], [-0.2, -0.1, 0.3], [0.2, 0.1, -0.3], [0.1, 0.3, -0.1], [-0.2, 0.1, 0.2], [0.0, 0.0, 0.0], [0.0, 0.0, 0.0], [0.0, 0.0, 0.0], [0.0, 0.0, 0.0], [0.1, 0.0, 0.3], [-0.2, 0.0, -0.4], [0.0, 0.0, 0.4], [-0.3, 0.1, -0.1], [0.3, 0.0, 0.3], [-0.2, 0.0, -0.2], [0.0, -0.1, -0.3], [0.2, 0.0, 0.2], [0.0, 0.0, 0.0], [0.0, 0.0, 0.0], [0.0, 0.0, 0.0], [0.0, 0.0, 0.0]], "mulliken_charge": [-0.506, -0.612, -0.418, -0.256, 0.129, -0.384, 0.700, -0.573, -0.394, 0.226, -0.615, -0.664, -0.369, -0.333, 0.318, 0.239, -0.054, 0.316, 0.302, 0.297, 0.291, 0.137, 0.396, 0.403, 0.187, 0.344, 0.344, 0.311, 0.263, -0.445, 0.281, -0.379, -0.531, 0.123, -0.576, -0.375, -0.382, 0.494, 0.533, 0.737, 0.487, -0.550, 0.251, -0.311, -0.166, 0.389, -0.528, -0.530, -0.423, 0.569, 0.455, 0.442, 0.413, -0.605, 0.233, -0.193, -0.278, 0.351, -0.587, -0.367, -0.456, 0.397, 0.533, 0.446, 0.441, -0.555, 0.251, -0.339, -0.455, 0.361, -0.558, -0.357, -0.417, 0.889, 0.439, 0.405, 0.413, -0.580, 0.442, -0.298, -0.471, 0.376, -0.566, -0.389, -0.424, 0.531, 0.531, 0.425, 0.438, -0.550, 0.239, -0.203, -0.211, 0.277, -0.549, -0.399, -0.393, 0.520, 0.449, 0.415, 0.413, -0.493, 0.515, -0.457, -0.408, 0.144, -0.491, -0.366, -0.140, 0.418, 0.431, 0.505, 0.295, -0.563, 0.388, -0.390, -0.344, 0.323, -0.550, -0.331, -0.343, 0.404, 0.407, 0.593, 0.439], "e_homo_ev": -9.9815, "spin_multiplicity": 1, "e_tot_ha": -3804.523765, "max_force_ev_per_a": 5.767, "homo_lumo_gap_ev": 8.10, "smiles": "CCCO[C@@H]1OC(=O)O[C@H]1CCCF.O=C1C=CC(=O)C=C1.O=C1C=CC(=O)C=C1.O=C1C=CC(=O)C=C1.O=C1C=CC(=O)C=C1.O=C1C=CC(=O)C=C1.O=C1C=CC(=O)C=C1.O=C1C=CC(=O)C=C1.O=C1C=CC(=O)C=C1", "charge": 0}

=====

{"formula": "C57H47N2O5PtS", "method": "ωB97M-V with the def2-TZVPD basis set", "symbols": ["Pt", "O", "C", "C", "C", "C", "C", "C", "C", "C", "C", "O", "C", "C", "C", "C", "C", "C", "C", "C", "C", "C", "C", "C", "N", "C", "C", "C", "C", "C", "C", "C", "C", "C", "C", "C", "C", "H", "H", "H", "H", "H", "H", "H", "H", "H", "H", "H", "H", "H", "H", "H", "H", "H", "H", "H", "H", "H", "H", "H", "H", "H", "H", "H", "C", "O", "C", "C", "C", "C", "C", "C", "N", "C", "C", "C", "C", "C", "C", "C", "O", "H", "H", "H", "H", "H", "H", "H", "H", "H", "H", "H", "H", "H", "C", "C", "O", "S", "C", "C", "C", "C", "C", "C", "C", "C", "H", "H", "H", "H", "H", "H", "H"], "coordinates": [[-0.21641, 0.54505, -1.37099], [1.68939, 0.44172, -1.49616], [2.51180, 1.56601, -1.60816], [2.06804, 2.70296, -0.61968], [0.82172, 3.42199, -1.05297], [0.85970, 4.82534, -1.18058], [-0.30194, 5.50791, -1.60734], [-1.44422, 4.76485, -1.80460], [-1.41910, 3.34514, -1.72558], [-2.67656, 2.58148, -2.04499], [-3.07429, 1.51593, -0.96891], [-2.11639, 0.48601, -0.91646], [-4.31333, 0.72790, -1.37936], [-4.32987, -0.62315, -1.07873], [-5.37459, -1.40633, -1.53947], [-6.48405, -0.86024, -2.16515], [-6.50897, 0.51702, -2.33024], [-5.45525, 1.32990, -1.92487], [-3.28991, 2.16281, 0.41527], [-3.05125, 1.36062, 1.55185], [-3.63855, 1.69040, 2.76653], [-4.32725, 2.90390, 2.91391], [-4.38061, 3.76293, 1.82795], [-3.96525, 3.37485, 0.57436], [-0.29305, 2.69858, -1.34469], [2.56272, 2.04674, -3.10082], [2.98040, 3.33218, -3.45924], [2.84531, 3.77930, -4.76846], [2.49463, 2.89179, -5.80082], [2.13236, 1.58842, -5.46262], [2.23044, 1.20163, -4.15266], [3.92461, 1.07970, -1.20557], [4.69667, 0.16433, -1.94279], [5.99130, -0.19293, -1.55039], [6.60000, 0.40945, -0.46118], [5.83535, 1.25855, 0.30970], [4.49173, 1.53716, -0.00821], [2.86758, 3.50713, -0.58603], [1.94245, 2.32141, 0.39692], [1.84363, 5.27933, -1.06751], [-0.26025, 6.58832, -1.79181], [-2.42720, 5.22216, -2.04422], [-2.54851, 1.99381, -2.97260], [-3.44905, 3.35146, -2.25559], [-3.52100, -1.03643, -0.49651], [-5.30822, -2.48803, -1.43199], [-7.28916, -1.49109, -2.52459], [-7.35865, 0.95991, -2.79288], [-5.54127, 2.41661, -2.05654], [-2.40576, 0.47061, 1.45948], [-3.54342, 1.01177, 3.61539], [-4.74354, 3.20078, 3.86686], [-4.78605, 4.76784, 1.98574], [-4.03665, 4.02355, -0.30399], [3.37697, 4.06615, -2.73816], [3.05894, 4.82257, -4.94600], [2.43800, 3.30786, -6.81256], [1.86428, 0.84166, -6.18100], [1.98325, 0.18118, -3.85828], [4.34421, -0.19925, -2.88425], [6.56748, -0.89294, -2.16214], [7.61488, 0.25738, -0.14332], [6.28016, 1.75919, 1.16308], [3.97246, 2.15211, 0.72427], [-1.02301, -4.07361, 2.75698], [-0.46888, -2.78707, 3.21763], [0.83043, -2.48562, 2.85758], [1.55279, -3.18217, 1.88971], [2.85356, -2.75700, 1.55291], [3.36691, -1.59865, 2.15326], [2.61575, -0.92612, 3.11897], [1.34258, -1.35114, 3.49870], [0.46437, -0.68440, 4.34341], [0.70726, 0.28863, 5.23516], [0.66428, 1.66463, 5.01196], [0.65533, 2.47322, 6.15736], [0.48931, 3.82613, 6.07604], [0.30972, 4.44403, 4.80483], [0.30156, 3.69375, 3.66829], [0.57906, 2.29090, 3.67098], [0.82167, 1.66768, 2.60697], [-2.00913, -4.14870, 3.19474], [-0.42787, -4.90948, 3.15340], [-1.09403, -4.09598, 1.67308], [1.14056, -4.04469, 1.37862], [3.38760, -3.24052, 0.73876], [4.31790, -1.18744, 1.83253], [3.00226, 0.00956, 3.51482], [-0.51765, -1.04096, 4.21038], [0.99643, 0.00810, 6.26010], [0.85164, 2.04588, 7.13194], [0.41196, 4.43212, 6.97416], [0.24225, 5.54546, 4.75512], [0.12073, 4.12323, 2.68903], [-0.23679, -8.73515, 0.58440], [-0.87094, -9.00389, -0.77935], [-1.91459, -9.57891, -0.97566], [0.13472, -8.42389, -2.21050], [-0.09945, -6.70944, -2.06626], [1.07402, -5.93450, -2.01936], [0.98621, -4.56175, -1.92689], [-0.26171, -3.92944, -1.85710], [-1.44398, -4.70760, -1.87026], [-1.36471, -6.06708, -2.02894], [-0.31717, -2.54954, -1.70933], [-0.27665, -1.30716, -1.55575], [0.57459, -9.49156, 0.82153], [-1.07427, -8.77587, 1.31476], [0.24656, -7.74685, 0.61188], [2.07531, -6.41611, -1.99613], [1.93239, -3.98165, -1.93727], [-2.40361, -4.22346, -1.87085], [-2.25618, -6.69092, -2.10603]], "forces_ev_per_angstrom": [[-1.1, 2.8, 0.7], [-0.4, -0.2, -0.3], [0.8, 0.2, -0.2], [0.7, 0.9, -0.9], [-0.4, 0.5, -0.1], [-0.8, -0.8, -0.7], [1.3, -0.3, 0.5], [-1.0, -0.9, -0.3], [0.5, 1.0, 0.5], [-0.2, -0.4, -0.3], [0.8, 0.7, 0.0], [1.5, 0.4, -0.2], [-0.8, 1.1, 0.4], [-0.3, -0.2, -0.3], [-0.1, -0.8, 0.1], [0.5, 0.3, 0.0], [0.0, 0.0, 0.2], [0.3, -0.3, -0.2], [-0.4, -1.0, 0.5], [0.1, -0.1, -0.4], [0.0, 0.3, 0.2], [0.7, -0.5, -0.4], [-0.7, 0.9, 0.6], [1.0, -0.4, -0.8], [0.2, 0.7, -0.1], [0.5, 0.6, 0.3], [-0.3, 0.5, 0.4], [0.4, -0.8, -0.2], [-0.5, 0.9, 0.3], [0.9, 0.8, -0.4], [-0.7, -1.1, 1.6], [0.5, 0.1, 1.0], [0.2, 0.6, 0.4], [0.1, -0.1, -0.6], [-0.6, 0.2, 0.3], [-0.8, 0.4, 0.0], [0.9, 0.0, 0.1], [-0.8, -1.1, 0.0], [-0.2, -0.3, 0.0], [-0.5, 0.2, 0.1], [-0.2, -0.5, 0.2], [1.0, -0.2, 0.0], [0.1, 0.3, 0.2], [0.2, -0.8, 0.3], [0.0, -0.2, -0.3], [-0.1, 0.2, 0.2], [0.0, 0.1, 0.0], [-0.6, 0.4, -0.3], [0.2, -0.5, 0.0], [-0.6, 0.5, 0.0], [0.1, 0.2, -0.2], [0.0, 0.0, 0.0], [0.0, -0.4, -0.2], [-0.3, 0.0, 0.5], [-0.4, -0.6, -0.1], [0.1, 0.0, -0.4], [-0.1, -0.5, 0.3], [-0.1, -0.1, -0.5], [-0.1, 0.1, -0.2], [-0.4, -0.3, -0.3], [-0.3, 0.2, 0.1], [0.3, -0.4, -0.3], [-0.1, -0.2, 0.1], [-0.1, -0.1, -0.4], [0.9, 1.3, 0.8], [-0.7, -1.7, -0.6], [-0.1, -0.8, -0.7], [0.6, 0.3, 0.3], [-0.4, 0.7, 0.1], [-0.6, -0.7, 0.0], [0.3, 0.4, 0.1], [-0.3, 0.6, -0.1], [-1.6, -3.0, -2.3], [1.2, 1.9, 1.7], [-0.2, -0.6, -0.7], [0.3, 0.9, 0.2], [-0.2, 0.9, -0.3], [0.0, 0.7, 1.0], [0.0, -0.3, -0.4], [0.2, 0.0, 0.5], [-0.1, -0.3, -0.4], [-0.2, 0.2, 0.0], [0.1, 0.2, -0.3], [0.1, -0.1, -0.1], [-0.1, 0.1, 0.1], [0.0, 0.0, 0.2], [0.0, -0.1, 0.1], [-0.2, -0.1, 0.1], [1.6, 0.7, 0.4], [-0.2, -0.2, -0.2], [-0.2, -0.3, 0.1], [0.2, 0.0, 0.0], [-0.2, -0.6, 0.0], [0.2, 0.2, 0.0], [-0.3, -0.4, 0.3], [-0.2, -0.2, -0.2], [1.0, 0.4, 0.5], [-0.4, -1.1, -0.3], [0.3, 1.4, 0.3], [0.0, -0.5, 0.3], [0.7, 0.3, -0.3], [-0.2, -1.2, 0.2], [0.8, 0.2, -0.5], [0.8, -1.3, 0.1], [0.1, 5.4, 0.5], [0.0, -6.2, -0.5], [-1.1, 0.7, -0.4], [0.8, -0.1, -0.2], [-0.2, -0.3, -0.1], [-0.9, 0.3, -0.1], [-1.0, -0.2, 0.2], [-0.2, 0.2, 0.2], [0.1, 0.2, 0.0]], "lowdin_spin": [0.586, 0.202, 0.010, 0.004, 0.000, 0.000, -0.001, 0.000, -0.001, -0.001, 0.009, 0.187, 0.005, 0.000, 0.000, 0.000, 0.001, 0.001, 0.006, 0.000, 0.000, 0.000, 0.000, 0.000, -0.002, 0.009, 0.001, 0.000, -0.001, 0.000, -0.001, 0.000, -0.001, 0.000, 0.000, 0.000, 0.000, 0.000, -0.001, 0.000, 0.000, 0.000, -0.001, 0.000, 0.000, 0.000, 0.000, 0.000, 0.000, 0.000, 0.000, 0.000, 0.000, 0.000, 0.000, 0.000, 0.000, 0.000, 0.000, 0.000, 0.000, 0.000, 0.000, 0.000, 0.000, 0.003, 0.001, 0.001, 0.000, 0.000, 0.004, 0.018, 0.074, 0.356, 0.034, 0.085, 0.024, 0.108, 0.036, 0.077, 0.132, 0.000, 0.000, 0.000, 0.000, 0.000, 0.000, 0.002, 0.017, 0.017, 0.002, 0.000, 0.008, -0.001, 0.000, 0.000, 0.000, 0.000, -0.001, 0.000, -0.001, 0.000, -0.001, 0.000, -0.002, -0.008, 0.000, 0.000, 0.000, 0.000, 0.000, 0.000, 0.000], "e_homo_ev": [-2.2855, -3.8343], "spin_multiplicity": 3, "e_tot_ha": -3203.359751, "max_force_ev_per_a": 6.192, "homo_lumo_gap_ev": [4.09, 4.15], "charge": -1}